{"formula": "C25H69N17O32P", "method": "ωB97M-V with the def2-TZVPD basis set", "symbols": ["C", "C", "O", "C", "C", "O", "N", "C", "N", "C", "N", "C", "C", "O", "C", "C", "P", "C", "O", "H", "H", "H", "H", "H", "H", "H", "H", "H", "H", "H", "H", "H", "H", "H", "H", "H", "H", "H", "H", "H", "H", "H", "H", "H", "H", "H", "C", "N", "O", "O", "H", "H", "H", "C", "N", "O", "O", "H", "H", "H", "C", "N", "O", "O", "H", "H", "H", "C", "N", "O", "O", "H", "H", "H", "C", "N", "O", "O", "H", "H", "H", "C", "N", "O", "O", "H", "H", "H", "C", "N", "O", "O", "H", "H", "H", "C", "N", "O", "O", "H", "H", "H", "C", "N", "O", "O", "H", "H", "H", "C", "N", "O", "O", "H", "H", "H", "C", "N", "O", "O", "H", "H", "H", "C", "N", "O", "O", "H", "H", "H", "C", "N", "O", "O", "H", "H", "H", "C", "N", "O", "O", "H", "H", "H"], "xyz": [[-3.316, -1.297, 2.473], [-3.051, 0.324, 2.572], [-1.643, 0.704, 2.786], [-0.872, 0.695, 1.527], [-0.016, -0.708, 1.414], [0.200, -1.187, 0.040], [-0.945, -1.760, -0.450], [-0.968, -2.922, -1.180], [-2.192, -3.632, -1.715], [-3.299, -2.683, -2.115], [0.396, -3.599, -1.431], [1.166, -2.889, -2.523], [2.678, -2.575, -1.906], [3.466, -3.786, -1.630], [4.880, -3.635, -2.008], [4.956, -3.697, -3.663], [-0.012, -5.268, -2.028], [1.565, -6.240, -2.499], [-0.662, -6.081, -0.593], [-4.310, -1.535, 3.089], [-3.485, -1.617, 1.338], [-2.474, -1.958, 2.947], [-3.564, 0.829, 1.649], [-3.646, 0.702, 3.527], [-1.638, 0.856, 0.627], [-0.137, 1.630, 1.464], [1.035, -0.487, 1.934], [-0.514, -1.550, 2.084], [-1.832, -1.263, -0.214], [-2.542, -4.305, -0.997], [-3.871, -2.401, -1.106], [-4.134, -3.204, -2.790], [-2.940, -1.664, -2.572], [1.325, -3.618, -3.449], [0.676, -1.892, -2.901], [3.258, -1.773, -2.567], [2.523, -2.037, -0.852], [5.519, -4.564, -1.616], [5.392, -2.685, -1.545], [3.928, -4.174, -4.022], [4.929, -2.561, -4.021], [5.883, -4.286, -4.073], [2.236, -5.678, -3.285], [1.243, -7.254, -2.991], [2.141, -6.501, -1.500], [-1.234, -6.852, -0.917], [0.904, -7.610, 2.162], [0.730, -9.039, 2.536], [-0.313, -9.596, 2.174], [1.645, -9.562, 3.184], [0.028, -7.283, 1.599], [1.004, -7.037, 3.087], [1.806, -7.537, 1.550], [-6.449, 0.620, -1.769], [-5.595, -0.322, -0.997], [-6.064, -1.439, -0.750], [-4.477, 0.087, -0.661], [-7.399, 0.131, -1.996], [-6.610, 1.504, -1.148], [-5.916, 0.872, -2.688], [-8.439, 4.237, -3.218], [-7.903, 2.851, -3.158], [-6.681, 2.710, -3.282], [-8.725, 1.942, -2.988], [-7.609, 4.931, -3.370], [-9.139, 4.284, -4.055], [-8.940, 4.438, -2.269], [0.365, -0.733, 5.430], [0.901, -2.120, 5.490], [2.123, -2.260, 5.366], [0.079, -3.028, 5.659], [1.195, -0.040, 5.277], [-0.335, -0.686, 4.593], [-0.136, -0.532, 6.379], [4.231, 1.204, 6.737], [3.705, 2.111, 5.682], [2.482, 2.120, 5.500], [4.536, 2.788, 5.064], [3.393, 0.673, 7.196], [4.916, 0.502, 6.258], [4.746, 1.821, 7.476], [0.644, 1.061, -2.780], [0.839, 1.245, -4.243], [1.791, 0.654, -4.766], [0.030, 1.977, -4.826], [1.424, 0.396, -2.401], [0.715, 2.045, -2.312], [-0.344, 0.620, -2.632], [-1.335, 4.564, 1.276], [-1.140, 4.748, -0.187], [-0.188, 4.158, -0.710], [-1.949, 5.480, -0.769], [-0.556, 3.900, 1.656], [-1.264, 5.548, 1.745], [-2.323, 4.124, 1.425], [4.325, 6.048, 4.542], [4.561, 6.857, 5.768], [4.074, 6.439, 6.825], [5.228, 7.890, 5.635], [3.727, 5.173, 4.806], [3.791, 6.678, 3.829], [5.300, 5.746, 4.154], [-7.622, 6.226, 1.046], [-7.984, 4.871, 0.550], [-7.512, 3.902, 1.155], [-8.732, 4.819, -0.434], [-6.963, 6.121, 1.910], [-7.113, 6.749, 0.234], [-8.548, 6.733, 1.326], [3.166, 2.416, 0.682], [2.417, 2.312, 1.964], [2.155, 3.366, 2.554], [2.114, 1.174, 2.341], [3.365, 3.470, 0.474], [4.100, 1.863, 0.800], [2.542, 1.980, -0.100], [9.189, -3.802, -6.065], [8.440, -3.907, -4.783], [8.178, -2.852, -4.193], [8.137, -5.045, -4.406], [9.388, -2.749, -6.273], [10.123, -4.355, -5.947], [8.565, -4.238, -6.847], [5.752, 0.193, -5.167], [5.988, 1.003, -3.941], [5.501, 0.584, -2.884], [6.655, 2.035, -4.074], [5.154, -0.682, -4.903], [5.218, 0.824, -5.881], [6.727, -0.109, -5.555], [-2.421, 4.170, -5.361], [-2.946, 5.077, -6.416], [-4.169, 5.087, -6.598], [-2.115, 5.754, -7.034], [-3.258, 3.639, -4.903], [-1.735, 3.468, -5.840], [-1.905, 4.788, -4.622], [-3.620, -0.488, 7.275], [-2.325, 0.244, 7.228], [-1.835, 0.457, 6.113], [-1.837, 0.584, 8.313], [-3.930, -0.723, 6.255], [-3.461, -1.402, 7.851], [-4.349, 0.164, 7.760]], "molar_mass_g_mol": 1150.888, "total_charge": 1, "homo_lumo_gap_ev": 7.2999, "largest_force_ev_per_a": 3.808, "total_energy_ev": -127129.1578}